[1]
A molecular structure, C44H31F4N10STi, computed with wB97M-V/def2-TZVPD.

Results
2S+1 = 2
M = 855.7 g/mol
electronic energy = -3890.25600 hartree
HOMO-LUMO gap (alpha / beta) = 4.630 / 4.928 eV
charge = -2
highest occupied orbital energy (alpha / beta) = -0.339 / -0.758 eV
largest force on an atom = 0.39 eV Å⁻¹
ΔE to the lowest compared entry with this formula, charge and spin = 0.0 kJ/mol

Structure (XYZ):
```
91
Properties=species:S:1:pos:R:3:mulliken_charge:R:1
Ti 0.027 -0.802 0.891 -0.444
C 3.011 -3.296 -4.347 -1.031
C 2.193 -4.402 -4.119 -0.649
C 1.128 -4.324 -3.232 -0.087
C 0.912 -3.118 -2.586 -0.192
C -0.081 -2.735 -1.565 -0.373
N -0.994 -3.589 -1.188 -0.579
C -1.825 -3.231 -0.192 -1.110
C -2.908 -4.087 0.208 0.235
C -3.403 -5.291 -0.298 -0.029
C -4.476 -5.872 0.344 -0.669
C -5.056 -5.267 1.481 -0.613
C -4.569 -4.079 1.984 -0.070
C -3.480 -3.488 1.337 0.124
C -2.732 -2.287 1.577 -0.706
N -3.023 -1.487 2.582 -0.421
C -2.476 -0.305 2.768 -0.543
N -1.496 0.343 2.047 0.911
C -1.467 1.645 2.520 -1.164
N -0.787 2.687 2.100 -0.301
C 0.094 2.659 1.119 -1.244
N 0.532 1.556 0.389 2.096
C 1.531 1.997 -0.378 -2.235
N 2.284 1.230 -1.234 1.059
C 1.155 -0.864 -2.004 1.719
N 0.132 -1.475 -1.155 1.430
C 1.717 -2.020 -2.809 -0.335
C 2.775 -2.088 -3.698 -0.394
C 1.774 3.395 -0.213 0.403
C 2.688 4.300 -0.770 0.235
C 2.651 5.611 -0.349 -0.968
C 1.714 6.033 0.625 -0.713
C 0.814 5.151 1.177 -0.243
C 0.839 3.817 0.751 -0.207
C -2.393 1.800 3.616 0.338
C -2.725 2.891 4.423 -0.140
C -3.684 2.704 5.397 -0.632
C -4.317 1.455 5.567 -0.665
C -3.996 0.382 4.761 -0.032
C -3.017 0.568 3.784 0.072
N -1.747 -2.145 0.617 0.370
H 3.845 -3.381 -5.033 0.381
H 2.400 -5.333 -4.633 0.384
H 0.484 -5.170 -3.029 0.569
H -2.945 -5.746 -1.168 0.512
H -4.881 -6.809 -0.022 0.365
H -5.897 -5.751 1.965 0.361
H -5.004 -3.610 2.858 0.521
H 3.418 -1.233 -3.877 0.470
H 3.405 3.990 -1.525 0.408
H 3.346 6.330 -0.767 0.382
H 1.714 7.071 0.938 0.377
H 0.098 5.462 1.928 0.513
H -2.234 3.845 4.280 0.528
H -3.958 3.529 6.047 0.376
H -5.067 1.343 6.342 0.365
H -4.478 -0.581 4.872 0.520
C 0.886 3.089 -3.695 -1.264
C -0.346 2.198 -3.691 -0.640
N -0.335 1.164 -2.665 1.638
C -1.702 0.718 -2.387 -0.434
C -2.469 1.677 -1.491 -1.397
C 0.524 0.066 -3.077 -2.709
C 2.246 -0.228 -1.115 -1.513
N 2.048 -0.664 0.240 0.830
C 3.145 -0.568 1.047 0.336
C 3.104 0.092 2.295 -0.136
F 1.994 0.731 2.681 -0.246
C 4.195 0.141 3.135 0.120
F 4.086 0.794 4.311 -0.333
C 5.410 -0.433 2.807 -0.810
C 5.476 -1.074 1.588 0.334
F 6.629 -1.683 1.219 -0.353
C 4.392 -1.146 0.739 -0.082
F 4.540 -1.862 -0.398 -0.328
H 0.825 3.810 -4.514 0.532
H 1.805 2.514 -3.818 0.220
H 0.962 3.630 -2.753 0.170
H -0.488 1.743 -4.693 0.301
H -1.220 2.828 -3.520 0.476
H -1.645 -0.249 -1.895 -0.015
H -2.246 0.558 -3.339 0.339
H -1.984 1.758 -0.519 0.131
H -3.485 1.307 -1.339 0.471
H -2.540 2.681 -1.917 0.417
H 1.358 0.477 -3.651 0.629
H -0.028 -0.597 -3.770 0.217
H 3.218 1.597 -1.334 0.522
H 3.213 -0.541 -1.517 1.492
H 6.257 -0.388 3.474 0.486
S 0.605 -2.067 2.460 -0.632
```

[2]
A molecular structure, C44H32Cl2N6NdO6P at a distorted geometry, computed with wB97M-V/def2-TZVPD.

Results
2S+1 = 4
M = 986.9 g/mol
electronic energy = -4299.30654 hartree
HOMO-LUMO gap (alpha / beta) = 6.993 / 7.028 eV
highest occupied orbital energy (alpha / beta) = -7.409 / -7.412 eV
largest force on an atom = 2.07 eV Å⁻¹

Structure (XYZ):
```
92
Properties=species:S:1:pos:R:3:mulliken_charge:R:1
Nd 0.474 0.057 -0.037 -0.079
Cl -5.591 -1.285 3.701 -0.235
C -4.237 -1.469 2.650 -0.231
C -3.395 -0.396 2.431 -0.726
C -2.286 -0.494 1.591 0.137
N -1.376 0.553 1.385 1.098
C -1.355 1.611 2.183 -0.198
O -2.026 1.870 3.202 -0.955
C -0.317 2.647 1.810 0.903
C -0.538 3.961 2.223 -0.923
C 0.430 4.911 1.974 -1.021
C 1.600 4.517 1.338 -1.002
C 1.740 3.192 0.968 -0.822
N 0.808 2.265 1.189 1.390
C -2.061 -1.716 0.892 0.158
C -2.917 -2.790 1.149 -1.150
C -3.986 -2.676 2.018 -0.002
Cl -5.016 -4.032 2.276 -0.234
N -0.983 -1.783 0.004 0.472
C -0.872 -2.798 -0.866 0.299
O -1.645 -3.729 -1.088 -0.782
C 0.407 -2.769 -1.694 0.527
C 0.531 -3.768 -2.655 -0.800
C 1.704 -3.896 -3.369 -0.466
C 2.737 -3.014 -3.089 -1.350
C 2.535 -2.037 -2.127 0.040
N 1.396 -1.895 -1.439 0.276
H -3.595 0.536 2.929 0.678
H -1.460 4.193 2.734 0.628
H 0.283 5.937 2.278 0.489
H 2.386 5.226 1.130 0.486
H 2.642 2.851 0.470 0.511
H -2.739 -3.734 0.664 0.651
H -0.315 -4.422 -2.796 0.554
H 1.808 -4.676 -4.107 0.456
H 3.683 -3.080 -3.605 0.433
H 3.321 -1.319 -1.918 0.639
O 3.305 0.684 -2.792 -0.741
C 2.258 1.255 -2.511 -0.357
O 1.749 1.306 -1.333 0.195
C 1.472 1.965 -3.586 0.572
C 2.114 2.349 -4.758 -0.591
C 1.415 3.001 -5.756 -0.679
C 0.060 3.246 -5.600 -0.741
C -0.592 2.841 -4.452 -0.840
C 0.107 2.214 -3.426 0.168
P -0.787 1.772 -1.882 2.521
C -2.356 1.160 -2.604 0.619
C -3.455 1.918 -2.987 -0.183
C -4.526 1.302 -3.612 -0.855
C -4.510 -0.064 -3.844 -0.670
C -3.432 -0.830 -3.432 -0.534
C -2.360 -0.219 -2.814 -0.767
C -1.208 3.451 -1.291 0.430
C -0.387 4.540 -1.571 -0.791
C -0.695 5.794 -1.073 -0.860
C -1.827 5.968 -0.293 -0.666
C -2.643 4.887 0.005 -0.986
C -2.327 3.628 -0.474 -0.395
H 3.168 2.135 -4.865 0.492
H 1.916 3.311 -6.661 0.408
H -0.491 3.760 -6.373 0.458
H -1.655 3.005 -4.359 0.409
H -3.474 2.982 -2.789 0.475
H -5.375 1.896 -3.913 0.446
H -5.347 -0.529 -4.340 0.400
H -3.433 -1.899 -3.579 0.486
H -1.506 -0.811 -2.482 0.009
H 0.496 4.400 -2.177 0.465
H -0.056 6.635 -1.304 0.443
H -2.068 6.948 0.091 0.439
H -3.527 5.028 0.613 0.490
H -2.948 2.777 -0.225 0.616
O -0.475 1.052 5.167 -0.628
C 0.496 2.048 5.082 -0.137
N 1.669 1.640 5.803 -0.076
C 2.688 0.842 5.420 -0.028
O 3.576 0.545 6.196 -0.663
C 2.776 0.368 3.998 0.471
C 4.067 0.221 3.490 -0.566
C 4.239 -0.346 2.242 -0.934
C 3.112 -0.702 1.519 0.142
N 1.866 -0.546 1.981 -0.237
C 1.705 -0.050 3.212 -0.555
H -1.234 1.307 4.589 0.370
H 0.140 2.984 5.542 0.318
H 0.770 2.258 4.035 0.081
H 1.636 1.770 6.806 0.275
H 4.904 0.524 4.103 0.517
H 5.223 -0.513 1.831 0.496
H 3.210 -1.174 0.543 0.259
H 0.690 -0.038 3.598 1.165
```

[3]
A molecular structure, C44H32N6S3SbTi at a distorted geometry, computed with wB97M-V/def2-TZVPD.

Results
2S+1 = 2
M = 910.6 g/mol
electronic energy = -4308.96197 hartree
HOMO-LUMO gap (alpha / beta) = 4.676 / 4.618 eV
charge = -2
highest occupied orbital energy (alpha / beta) = -0.650 / -1.130 eV
largest force on an atom = 1.78 eV Å⁻¹
ΔE to the lowest compared entry with this formula, charge and spin = 13.4 kJ/mol

Structure (XYZ):
```
87
Properties=species:S:1:pos:R:3:mulliken_charge:R:1
Ti 0.002 -0.264 0.417 0.191
C -1.614 -6.572 -3.747 -0.329
C -0.890 -6.616 -2.565 -0.773
C -0.617 -5.453 -1.860 0.008
C -1.066 -4.225 -2.342 -0.833
C -1.796 -4.187 -3.528 -0.043
C -2.070 -5.351 -4.227 -0.770
C -0.768 -2.968 -1.603 1.068
C -1.855 -2.301 -1.003 0.052
C -3.171 -2.818 -0.964 -1.453
C -3.892 -2.016 -0.118 -1.416
C -3.016 -1.005 0.339 -0.103
N -1.764 -1.166 -0.221 0.861
C -3.337 -0.062 1.339 1.327
C -2.492 0.956 1.720 -0.072
C -2.871 2.069 2.566 -1.409
C -1.893 2.991 2.475 -1.449
C -0.882 2.465 1.581 0.446
C 0.163 3.193 1.073 1.073
C 0.387 4.564 1.601 -0.488
C 0.807 4.743 2.917 -0.096
C 1.012 6.018 3.425 -0.884
C 0.807 7.132 2.624 -0.309
C 0.397 6.963 1.308 -0.835
C 0.189 5.690 0.802 0.129
C 1.078 2.715 0.101 -0.819
N 1.137 1.412 -0.351 0.893
C 2.298 1.340 -1.088 0.296
C 2.836 0.147 -1.639 1.116
C 4.178 0.212 -2.274 -0.524
C 4.398 0.940 -3.442 -0.072
C 5.655 0.974 -4.025 -0.768
C 6.709 0.277 -3.448 -0.330
C 6.495 -0.451 -2.286 -0.936
C 5.240 -0.485 -1.699 0.234
C 2.189 -1.061 -1.616 0.426
C 2.642 -2.249 -2.303 -1.345
C 1.628 -3.133 -2.282 -1.234
C 0.528 -2.510 -1.583 0.548
N 0.930 -1.285 -1.091 0.732
C 2.943 2.595 -1.130 -1.277
C 2.172 3.460 -0.389 -1.074
N -1.237 1.183 1.201 0.983
C -4.659 -0.166 2.007 -0.381
C -5.850 0.040 1.311 -0.124
C -7.075 -0.051 1.954 -0.771
C -7.130 -0.345 3.310 -0.312
C -5.952 -0.548 4.014 -0.809
C -4.728 -0.463 3.367 -0.070
H -1.822 -7.484 -4.295 0.355
H -0.531 -7.563 -2.180 0.404
H -0.051 -5.475 -0.936 0.373
H -2.147 -3.231 -3.898 0.439
H -2.636 -5.305 -5.151 0.355
H -3.506 -3.707 -1.469 0.424
H -4.920 -2.139 0.176 0.436
H -3.805 2.146 3.098 0.435
H -1.868 3.974 2.917 0.467
H 0.997 3.867 3.524 0.461
H 1.345 6.137 4.449 0.369
H 0.975 8.127 3.019 0.360
H 0.234 7.827 0.673 0.364
H -0.137 5.554 -0.222 0.432
H 3.571 1.478 -3.890 0.472
H 5.811 1.540 -4.937 0.353
H 7.691 0.299 -3.905 0.351
H 7.311 -0.998 -1.829 0.402
H 5.056 -1.052 -0.790 0.112
H 3.615 -2.367 -2.747 0.470
H 1.600 -4.123 -2.702 0.465
H 3.875 2.802 -1.626 0.484
H 2.374 4.497 -0.174 0.453
H -5.806 0.283 0.257 0.478
H -7.988 0.115 1.396 0.354
H -8.087 -0.420 3.814 0.370
H -5.983 -0.786 5.071 0.373
H -3.806 -0.640 3.906 0.510
S 2.143 -4.980 0.755 -0.723
Sb 2.355 -3.277 2.314 0.298
S 3.918 -1.739 1.418 -0.689
S 0.045 -1.923 2.004 -0.517
N 2.622 1.396 2.392 -0.954
N 1.688 0.335 2.120 0.365
H 2.635 1.995 1.578 0.299
H 3.540 0.958 2.435 0.307
H 2.250 -0.481 1.824 -0.249
H 1.250 0.038 2.981 0.267
```